A cluster of 4 separate species, H8O4 in total, computed with ωB97M-V with the def2-TZVPD basis set.

```
12
Properties=species:S:1:pos:R:3:forces:R:3:mulliken_charge:R:1
O -1.93469 0.32926 1.57848 0.33 -0.90 0.89 -0.688
H -2.23885 1.22476 1.63100 -0.24 0.83 -0.08 0.320
H -1.50425 0.15862 2.43540 -0.26 0.06 -0.43 0.343
O 0.90408 1.77223 -1.28456 -0.16 1.18 0.03 -0.638
H 0.31759 1.07391 -1.03491 -1.03 -0.52 1.00 0.423
H 1.49928 1.23904 -1.77185 1.52 -0.30 -1.01 0.281
O -0.40326 -0.46986 -0.42565 1.17 -0.24 1.69 -0.815
H -0.96648 -0.34323 0.36098 0.04 0.28 -0.01 0.411
H -0.98396 -0.41276 -1.13519 -1.67 -0.17 -2.13 0.314
O 1.90695 -1.78135 0.18962 0.38 -0.44 0.48 -0.633
H 1.07417 -1.35405 0.03658 -1.32 0.15 0.35 0.402
H 2.32942 -1.43657 -0.57990 1.25 0.07 -0.79 0.279
```
Forces are in eV/Å.

## Properties
Relative energy (zero: lowest compared OMol25 entry of this formula, charge and spin) ... 94.73 kJ/mol
Frontier orbital gap ... 11.089 eV
LUMO ... 0.3 eV
E_HOMO ... -10.8 eV

---

A cluster of 12 separate species, C48H132N12O12 in total, computed with ωB97M-V with the def2-TZVPD basis set.

```
204
Properties=species:S:1:pos:R:3:forces:R:3:mulliken_charge:R:1
C 12.74952 18.23522 17.56532 -0.49 -0.49 0.19 -1.469
C 12.06230 16.96163 18.16324 1.39 0.05 1.54 1.465
C 12.93094 15.89404 18.89675 1.02 -0.11 -2.40 0.129
O 12.18882 14.71470 19.27114 0.41 0.97 0.17 -0.421
C 13.04792 13.86654 20.00146 0.24 -0.49 0.81 -0.392
N 11.10216 17.35470 19.15233 -2.19 0.14 0.40 -0.826
H 11.94528 18.81758 17.11571 -0.11 -0.35 -0.56 0.374
H 13.52444 17.99800 16.83638 -0.05 0.00 -0.06 0.095
H 13.11972 19.00096 18.24700 0.41 -0.63 0.68 0.418
H 11.53820 16.46018 17.34963 0.01 -0.01 -0.05 -0.471
H 13.55342 16.28254 19.70277 -0.49 0.28 0.52 0.387
H 13.67354 15.61462 18.14937 0.39 -0.58 -0.18 -0.519
H 13.43692 14.31158 20.91727 0.17 0.71 -0.06 0.351
H 13.91688 13.53522 19.43292 0.02 0.02 -0.28 -0.045
H 12.55106 12.99182 20.42113 -0.59 -0.08 -0.70 0.342
H 11.49028 17.43665 20.08117 0.78 0.60 0.00 0.298
H 10.58734 16.50118 19.31527 -0.81 -0.11 -0.10 0.373
C 17.38120 10.95670 9.52062 -0.26 0.09 -0.51 -1.840
C 16.82882 10.19673 10.69598 1.17 0.20 1.35 1.108
C 18.00846 9.42374 11.36264 -0.75 0.01 -0.69 -1.105
O 17.51224 8.50499 12.32107 -0.44 -0.29 0.15 -0.311
C 18.48788 7.60192 12.80930 1.12 0.54 -1.15 -0.899
N 16.24210 11.16794 11.63255 0.47 -0.47 -0.44 0.073
H 16.59912 11.57366 9.07811 -0.10 0.11 0.01 0.305
H 17.70653 10.27490 8.73486 0.26 0.04 0.01 0.512
H 18.18106 11.62660 9.83615 0.13 -0.09 -0.05 0.343
H 16.05066 9.50776 10.36754 0.23 -0.51 -0.10 -0.126
H 18.77898 10.06342 11.79298 -0.27 0.53 0.35 0.340
H 18.54564 8.94066 10.54644 -0.05 -0.73 -0.12 0.561
H 18.17396 6.77378 13.44468 -0.82 0.47 0.00 0.308
H 19.26892 8.17250 13.31181 0.15 -0.07 0.28 0.180
H 18.93426 7.17154 11.91285 0.36 -0.42 0.06 0.397
H 15.43756 11.51548 11.13053 -0.35 0.33 0.23 0.035
H 15.87842 10.66318 12.42820 -0.17 -0.29 0.11 0.121
C 13.32494 8.63371 15.21308 -0.32 -0.46 -0.40 -1.077
C 14.22130 8.14462 14.07665 -0.99 -0.54 1.28 0.200
C 13.49460 8.22486 12.74540 0.11 -0.29 0.19 0.192
O 12.32582 7.41878 12.81180 -0.32 0.17 -0.57 -0.450
C 11.48286 7.55806 11.66717 0.01 -0.66 0.04 -0.576
N 15.43512 8.88808 14.10325 0.67 0.79 -0.80 -0.424
H 12.43936 7.99828 15.22366 -0.05 0.10 0.35 0.517
H 12.99970 9.65752 15.02835 0.05 0.13 -0.08 -0.005
H 13.83476 8.60758 16.17615 0.00 -0.15 0.04 0.222
H 14.49744 7.10498 14.25270 -0.60 -0.53 -0.02 0.524
H 14.17450 7.86032 11.97537 0.05 -0.05 -0.43 0.564
H 13.23856 9.26115 12.52479 -0.04 0.27 -0.08 -0.572
H 11.88440 7.10460 10.76094 0.82 0.40 -0.19 0.274
H 11.18986 8.59188 11.48423 0.06 0.07 0.00 0.149
H 10.58984 6.93884 11.75172 -0.15 0.23 0.88 0.349
H 15.99284 8.62614 14.90353 -0.08 0.03 0.33 0.204
H 15.99852 8.60224 13.31522 0.32 0.21 -0.18 -0.026
C 17.54930 16.05516 11.05085 0.09 0.15 1.10 -1.439
C 17.18761 17.36334 10.32130 0.38 -1.62 -0.01 0.647
C 16.88652 18.54864 11.21596 0.68 -1.19 0.07 -0.862
O 15.70060 18.29080 11.90360 -0.64 -0.10 0.44 -0.124
C 15.33562 19.33020 12.79814 0.02 0.08 -0.68 -0.861
N 18.41518 17.57904 9.56261 0.06 0.94 -0.74 -0.711
H 16.88520 15.69060 11.83453 -0.56 0.09 -0.31 0.031
H 18.48036 16.23296 11.58901 0.21 0.23 0.00 0.516
H 17.80080 15.23584 10.37739 -0.36 0.05 -0.25 0.430
H 16.34208 17.17556 9.65954 -0.37 0.13 0.00 0.309
H 16.86426 19.43861 10.58703 -0.19 0.43 0.15 0.327
H 17.70213 18.58250 11.93827 0.34 0.54 0.08 0.285
H 14.44534 19.03061 13.35110 0.08 -0.07 -0.10 0.177
H 15.12254 20.20732 12.18712 -0.22 0.35 0.18 0.408
H 16.13038 19.59636 13.49499 0.19 -0.18 0.11 0.331
H 18.35018 18.43342 9.02792 0.03 0.52 0.02 0.244
H 18.44414 16.89088 8.82389 0.22 -0.44 0.06 0.272
C 18.33982 13.70990 21.94216 -1.26 -1.00 -1.92 -1.022
C 18.38118 15.16018 21.46176 -0.11 0.31 0.08 0.969
C 17.08560 15.91432 21.01480 0.11 -1.39 -1.56 -0.960
O 16.24870 15.14008 20.12027 0.07 0.70 0.70 -0.239
C 16.78192 14.95510 18.81396 -0.74 -0.16 0.28 0.448
N 18.87809 15.79044 22.63951 0.58 1.18 1.71 -0.750
H 19.30364 13.20266 21.98509 0.26 0.69 0.37 0.354
H 17.82893 13.11510 21.18499 -0.43 -0.20 -0.09 0.028
H 17.77948 13.55714 22.86455 0.14 0.26 0.09 0.319
H 19.07916 15.27314 20.63220 0.22 -0.23 0.02 -0.099
H 17.39047 16.79384 20.44771 0.38 0.27 -0.03 0.412
H 16.49605 16.33088 21.83151 -0.26 -0.69 0.22 0.472
H 17.35766 15.81038 18.46025 0.39 -0.06 0.19 0.170
H 15.93788 14.87024 18.12950 -0.20 -0.07 0.01 -0.708
H 17.31430 14.00482 18.77337 0.51 0.15 -0.15 0.029
H 18.08508 15.74326 23.26323 0.16 -0.03 0.71 0.278
H 19.12778 16.76900 22.65229 0.09 0.23 -0.76 0.247
C 8.43296 13.75584 11.85558 -0.33 0.89 0.09 -1.580
C 9.33504 12.72482 11.27043 -0.24 -0.79 -1.00 1.785
C 9.46438 11.46340 12.15053 -0.44 0.04 0.36 -0.843
O 10.05772 11.66218 13.45245 -0.52 -0.04 -1.28 -0.588
C 11.46788 11.74856 13.39242 -0.30 0.18 0.61 0.454
N 8.80996 12.34124 9.92698 0.23 -0.44 0.34 -0.718
H 8.22144 14.52828 11.11621 0.66 0.48 0.01 0.535
H 8.86558 14.19204 12.75594 -0.44 0.00 0.10 -0.006
H 7.41080 13.39702 11.97603 0.10 -0.57 0.73 0.462
H 10.32246 13.12400 11.03863 0.15 0.20 0.39 -0.564
H 9.89536 10.63386 11.58998 0.86 0.09 -0.05 0.073
H 8.46622 11.05920 12.31904 -0.30 0.35 0.37 0.415
H 11.83510 11.80896 14.41692 -0.11 -0.24 0.09 0.259
H 11.79168 12.68620 12.94064 0.17 -0.06 -0.54 -0.120
H 11.87340 10.85506 12.91774 0.27 0.17 -0.21 -0.189
H 7.83534 12.08740 10.00308 -0.24 -0.41 0.23 0.255
H 8.75884 13.16426 9.34381 0.35 0.27 -0.09 0.276
C 13.28110 9.55392 8.83712 0.78 1.28 1.87 -1.024
C 12.35298 10.60814 9.56882 1.01 -0.63 -2.56 2.287
C 12.82960 12.10680 9.52893 0.89 -2.04 1.50 -1.256
O 13.83206 12.30528 10.59073 -1.47 -0.90 -1.50 -0.289
C 13.97560 13.65564 10.88080 1.05 0.13 0.51 -0.481
N 11.13296 10.45586 8.80511 -1.29 0.44 1.18 -0.667
H 13.27076 9.67940 7.75441 -0.08 0.15 0.10 0.386
H 13.05150 8.52000 9.09476 -0.40 0.19 -0.03 0.265
H 14.27916 9.74058 9.23350 0.44 -0.18 -0.39 -0.068
H 12.15070 10.34118 10.60609 0.18 -0.05 -0.05 -1.294
H 11.92666 12.67926 9.74126 0.18 0.44 -0.07 0.416
H 13.27906 12.33942 8.56355 -0.11 0.25 -0.12 0.290
H 14.33686 14.19106 10.00279 -0.68 0.51 -0.23 0.386
H 14.81852 13.75004 11.56540 -0.08 -0.08 0.39 -0.110
H 13.07132 14.00630 11.37821 -0.06 0.64 -0.31 0.047
H 11.14596 10.87394 7.88579 0.47 0.01 -0.20 0.326
H 10.45734 10.99936 9.32302 -0.98 0.00 -0.33 0.165
C 9.51380 19.52690 12.76312 -0.09 -0.51 0.88 -1.570
C 10.24138 18.22462 12.40783 0.13 0.55 0.50 1.077
C 9.72884 16.90652 13.01252 0.74 -0.02 0.40 -0.064
O 9.93791 16.95314 14.39899 -0.14 0.76 1.18 -0.371
C 9.55149 15.79690 15.12297 -0.03 0.27 -0.75 -0.740
N 10.38162 18.19552 10.97687 -0.31 -0.37 -1.38 -0.740
H 9.61552 19.70668 13.83337 0.16 0.22 -0.02 0.297
H 8.43946 19.56500 12.58302 -0.01 -0.37 -0.39 0.321
H 9.98960 20.32133 12.18813 -0.04 0.22 0.28 0.497
H 11.27248 18.35206 12.73745 -0.01 -0.12 1.10 -0.238
H 10.39052 16.10671 12.67998 -0.05 -0.33 -0.81 -0.256
H 8.69310 16.62445 12.82333 -0.20 0.31 -0.48 0.387
H 9.62212 16.01394 16.18881 0.16 -0.05 -0.17 0.289
H 10.17546 14.95596 14.82038 0.28 -0.25 0.25 0.173
H 8.52772 15.50414 14.89001 -0.31 0.10 0.01 0.389
H 11.30526 17.86363 10.73847 0.03 -0.38 -0.17 0.300
H 10.40024 19.16258 10.68612 -0.18 -0.01 -0.41 0.261
C 21.28640 15.46498 15.88129 -0.21 -0.12 -1.39 -1.511
C 20.29312 16.50546 16.35603 0.65 -0.22 1.36 0.152
C 18.94488 16.49976 15.65742 0.48 0.38 -0.55 -0.116
O 18.11434 17.58066 16.07756 0.93 -0.31 1.00 -0.579
C 16.77851 17.42125 15.70001 -0.33 0.34 0.14 0.154
N 20.11612 16.15820 17.77568 -1.16 0.50 0.11 -0.551
H 21.49058 15.61990 14.82185 0.28 -0.14 -0.13 0.359
H 20.88015 14.45982 15.99403 -0.28 0.00 -0.04 0.221
H 22.23238 15.43620 16.42203 -0.09 0.50 0.12 0.468
H 20.68370 17.52110 16.29253 0.26 0.16 -0.39 0.335
H 18.51340 15.50784 15.79158 -0.50 -0.06 0.08 -0.038
H 19.10465 16.70938 14.59976 0.20 -0.55 -0.42 0.531
H 16.23544 16.77752 16.39194 -0.01 -0.45 -0.24 -0.196
H 16.73042 17.07985 14.66597 -0.32 -0.25 -0.14 0.002
H 16.28847 18.39244 15.76903 0.12 0.15 -0.10 0.395
H 20.91984 16.42811 18.32458 0.29 -0.02 -0.08 0.234
H 19.37984 16.78522 18.06693 -0.30 0.06 0.64 0.198
C 14.63988 12.30170 16.51620 0.07 0.36 0.98 -1.568
C 14.91864 12.72190 15.10444 -1.03 0.05 -0.86 3.981
C 15.45842 14.11594 14.96634 0.52 0.39 -0.02 -0.552
O 14.58212 15.09580 15.38362 -0.52 1.20 2.07 0.535
C 13.70544 15.70196 14.49717 -0.34 -0.43 -0.71 0.051
N 15.84880 11.83512 14.50578 0.89 -0.73 0.45 1.205
H 13.94576 12.96962 17.02629 0.20 0.45 -0.02 0.158
H 15.60352 12.28526 17.02536 0.01 -0.06 0.42 -0.050
H 14.14990 11.33790 16.65446 0.26 -0.32 -0.57 0.479
H 13.95856 12.65044 14.59332 -0.50 0.44 -0.39 -1.694
H 15.82994 14.36818 13.97314 -0.13 -0.41 -0.62 -0.361
H 16.35124 14.20802 15.58481 0.16 -0.09 0.36 -0.413
H 14.24188 16.26962 13.73685 0.10 0.00 -0.38 0.083
H 13.01678 16.39056 14.98675 0.26 -0.04 0.48 -0.021
H 13.07226 14.93694 14.04780 -0.16 -0.05 -0.51 -0.327
H 16.08208 12.01154 13.53905 -0.14 0.35 0.05 -0.090
H 15.46136 10.90580 14.58550 0.37 -0.46 -0.34 -0.935
C 18.69362 10.15082 15.83739 0.35 0.82 -1.33 -0.490
C 19.80763 10.78872 14.96965 0.23 1.16 1.11 0.392
C 19.33044 12.01856 14.09801 0.54 -1.22 0.11 0.956
O 20.51876 12.57036 13.51800 -0.88 0.23 0.89 -0.601
C 20.23420 13.71202 12.74837 0.77 -0.75 -1.33 -0.711
N 20.89436 11.19978 15.90298 -0.26 0.04 -0.23 -0.792
H 19.04782 9.25888 16.35422 -0.03 0.02 -0.15 0.641
H 17.85660 9.97282 15.16224 -0.21 -0.40 0.24 -0.482
H 18.34804 10.89212 16.55790 0.02 0.00 0.08 0.101
H 20.30779 10.04776 14.34600 -0.41 -0.03 -0.43 0.081
H 18.74978 12.75630 14.65179 0.34 0.25 0.68 0.069
H 18.62029 11.75806 13.31320 0.03 -0.51 -0.32 -0.537
H 21.20764 14.06704 12.41004 -0.04 0.57 0.37 0.479
H 19.59768 14.48242 13.18358 0.16 -0.03 0.49 0.067
H 19.77749 13.38482 11.81431 -0.57 0.03 -0.18 0.231
H 21.47938 11.88754 15.45041 0.28 -0.07 -0.35 0.313
H 20.51190 11.71036 16.68600 -0.35 -0.03 0.27 0.269
C 14.81148 9.94174 20.24941 -0.47 0.58 -0.28 -1.590
C 15.58422 9.44528 19.04575 1.41 0.24 0.85 1.569
C 17.05248 9.98915 19.03391 -1.09 -0.22 0.08 0.339
O 17.63240 9.68386 20.28584 -0.46 -0.34 0.06 -0.390
C 19.01250 9.85550 20.37568 0.51 1.15 -0.19 -0.784
N 15.57858 7.98646 19.06508 -0.31 0.17 -0.67 -0.717
H 15.03312 9.40520 21.17195 -0.02 -0.05 -0.14 0.341
H 13.76050 9.86308 19.97134 -0.17 -0.25 0.48 0.450
H 14.98484 11.00444 20.41894 0.17 0.08 0.06 0.150
H 15.06958 9.83881 18.16917 0.18 -0.25 -0.30 -0.672
H 17.03642 11.05968 18.82951 0.10 0.45 0.26 0.023
H 17.58644 9.55062 18.19089 0.25 -0.37 0.07 -0.066
H 19.35300 9.82408 21.41065 -0.29 -0.73 0.04 0.309
H 19.29104 10.87434 20.10649 -0.02 0.38 -0.42 0.222
H 19.58224 9.20530 19.71179 0.00 -0.38 0.12 0.312
H 15.96724 7.65914 19.93795 0.10 0.04 0.15 0.330
H 16.21268 7.69298 18.33578 0.04 -0.45 -0.11 0.268
```
Forces are in eV/Å.

## Properties
Relative energy (zero: lowest compared OMol25 entry of this formula, charge and spin) ... 376.40 kJ/mol
Frontier orbital gap ... 8.983 eV
LUMO ... 0.4 eV
E_HOMO ... -8.6 eV